Entry from the OMol25 dataset: C8H24KO4S4 as an isolated structure (ωB97M-V/def2-TZVPD).

The geometry in XYZ format:
```
41
Properties=species:S:1:pos:R:3:forces:R:3:lowdin_charge:R:1
K 5.665 -16.755 -2.676 -0.2 0.1 -0.3 0.83
C 3.827 -21.585 -1.943 0.2 -0.1 -0.1 -0.25
S 4.722 -20.331 -1.035 0.1 -0.2 0.3 0.85
O 4.901 -19.194 -1.990 0.1 0.2 -0.2 -0.66
C 3.386 -19.869 0.062 -0.1 -0.2 -0.2 -0.25
H 4.523 -21.999 -2.670 -0.1 0.0 0.0 0.06
H 2.982 -21.116 -2.443 -0.1 0.0 0.0 0.05
H 3.511 -22.382 -1.271 -0.1 0.0 0.0 0.06
H 2.511 -19.639 -0.545 0.0 0.1 0.1 0.06
H 3.698 -19.015 0.655 0.0 0.0 0.0 0.06
H 3.184 -20.729 0.699 0.0 0.1 0.1 0.06
C 2.105 -19.101 -4.816 0.3 -0.1 -0.2 -0.25
S 2.635 -17.495 -5.410 -0.3 0.0 -0.2 0.84
O 3.688 -17.040 -4.465 0.3 0.1 0.2 -0.64
C 3.481 -18.107 -6.870 0.0 -0.2 0.3 -0.24
H 3.016 -19.683 -4.665 -0.1 -0.1 0.1 0.05
H 1.479 -19.573 -5.571 -0.1 0.0 0.1 0.06
H 1.574 -18.971 -3.878 -0.1 0.0 0.0 0.05
H 2.792 -18.723 -7.444 0.0 0.2 -0.2 0.06
H 4.320 -18.723 -6.544 0.0 0.1 0.0 0.06
H 3.833 -17.242 -7.425 0.0 -0.1 -0.1 0.06
C 8.244 -19.326 -3.404 0.3 -0.4 0.3 -0.26
S 8.139 -18.432 -4.936 -0.6 0.2 -0.1 0.83
O 7.619 -17.070 -4.584 -0.1 -0.1 0.2 -0.62
C 9.875 -18.263 -5.167 0.7 0.0 -0.4 -0.27
H 8.871 -20.210 -3.542 -0.1 0.0 -0.1 0.07
H 7.254 -19.630 -3.073 -0.1 0.1 0.0 0.03
H 8.728 -18.671 -2.677 -0.1 0.0 0.1 0.07
H 10.017 -17.460 -5.888 0.0 0.1 0.0 0.06
H 10.254 -19.184 -5.616 0.0 0.0 0.1 0.06
H 10.392 -18.039 -4.237 0.0 0.1 0.0 0.07
C 2.569 -13.124 -3.851 0.0 -0.1 -0.2 -0.24
S 2.533 -14.438 -2.637 -0.3 -0.1 -0.1 0.82
O 3.951 -14.820 -2.406 0.6 0.0 0.4 -0.65
C 2.048 -13.422 -1.251 0.1 0.7 -0.2 -0.26
H 3.089 -13.536 -4.714 -0.1 0.0 0.0 0.06
H 3.121 -12.260 -3.483 0.0 0.0 0.1 0.06
H 1.545 -12.869 -4.119 0.0 0.1 0.0 0.06
H 2.737 -12.575 -1.192 0.0 -0.1 0.1 0.06
H 2.088 -13.983 -0.324 -0.1 -0.2 0.0 0.06
H 1.052 -13.030 -1.459 -0.1 -0.2 0.2 0.06
```
Forces are in eV/Å.

Values from the calculation:
Total charge: +1
Energy, Ha: -2812.626550
Gap between HOMO and LUMO, eV: 9.5
Highest occupied orbital energy, eV: -11.58
2S+1: 1
Energy above the lowest of the compared OMol25 structures with the same formula, charge and spin, kcal/mol: 0.0
E_LUMO, hartree: -0.0746